(w)
{"formula": "C6H14CsN2O2", "method": "wB97M-V/def2-TZVPD", "e_lumo_ev": -3.22, "homo_energy_ev": -12.596, "orbital_gap_ev": 9.4, "charge": 1, "symbols": ["Cs", "C", "C", "O", "N", "C", "H", "H", "H", "H", "H", "H", "H", "C", "C", "O", "N", "C", "H", "H", "H", "H", "H", "H", "H"], "positions_angstrom": [[-2.57, -0.23, 0.33], [-1.02, -0.76, -3.26], [-0.07, -1.39, -2.35], [-0.28, -1.31, -1.15], [0.95, -2.10, -2.94], [2.10, -2.70, -2.15], [-0.73, -0.76, -4.32], [-1.01, 0.32, -3.11], [-2.05, -1.12, -3.29], [1.08, -2.01, -3.93], [1.93, -2.73, -1.07], [2.96, -2.09, -2.41], [2.25, -3.74, -2.43], [-1.44, 0.56, 3.63], [-0.35, 1.08, 2.74], [0.55, 0.28, 2.36], [-0.33, 2.36, 2.51], [0.81, 2.86, 1.75], [-2.44, 0.51, 3.20], [-1.66, 1.33, 4.37], [-1.21, -0.43, 4.01], [-1.17, 2.89, 2.68], [1.56, 2.15, 1.39], [1.46, 3.41, 2.43], [0.67, 3.63, 1.00]]}



(x)
{"formula": "C6H14CsN2O2", "method": "wB97M-V/def2-TZVPD", "e_lumo_ev": -2.82, "homo_energy_ev": -12.831, "orbital_gap_ev": 10.0, "charge": 1, "symbols": ["Cs", "C", "C", "O", "N", "C", "H", "H", "H", "H", "H", "H", "H", "C", "C", "O", "N", "C", "H", "H", "H", "H", "H", "H", "H"], "positions_angstrom": [[18.69, -6.80, -4.96], [23.63, -5.23, -4.90], [22.75, -6.22, -4.15], [21.52, -6.15, -4.50], [23.30, -6.91, -3.11], [22.40, -7.62, -2.19], [24.22, -5.72, -5.68], [24.40, -4.76, -4.28], [23.07, -4.39, -5.28], [24.21, -6.71, -2.74], [22.71, -8.63, -1.93], [21.36, -7.59, -2.54], [22.41, -7.14, -1.22], [17.13, -3.44, -7.97], [17.40, -4.92, -8.16], [17.11, -5.74, -7.27], [18.03, -5.05, -9.35], [18.04, -6.39, -9.85], [17.19, -2.85, -8.89], [17.80, -3.03, -7.21], [16.11, -3.15, -7.73], [18.65, -4.35, -9.72], [17.39, -7.12, -9.37], [19.05, -6.79, -9.73], [17.71, -6.26, -10.88]]}



(x) is the most stable structure; the next one sits 0.381 eV above it.